No. 1
Molecular formula: C2H2N4
Method: DFT, ωB97M-V/def2-TZVPD

Each line ends with the natural charge from an NBO analysis.
CARTESIAN COORDINATES (ANGSTROEM)
1 C 0.765 0.153 1.061  0.22
2 N -0.589 0.985 0.490  -0.38
3 C -0.871 0.442 -0.647  0.15
4 N -0.447 -0.721 -1.286  -0.22
5 N 0.154 -1.537 -0.481  0.06
6 N 0.864 -0.974 0.494  -0.29
7 H 1.779 0.541 1.387  0.24
8 H -1.653 1.110 -1.018  0.23

Cartesian forces (eV/Å) of the 3 atoms listed first:
C -2.413 1.671 -3.439
N 4.353 -2.048 2.148
C -0.059 1.444 0.994

Properties
HOMO = -9.90 eV



No. 2
Molecular formula: C2H2N4
Method: DFT, ωB97M-V/def2-TZVPD

Each line ends with the natural charge from an NBO analysis.
CARTESIAN COORDINATES (ANGSTROEM)
1 C -0.590 0.822 0.049  0.08
2 C -1.658 0.084 -0.040  0.24
3 N 0.530 1.245 0.076  -0.25
4 N 1.771 -0.091 -0.500  0.07
5 N -2.854 -0.152 0.045  -0.56
6 N 2.618 -0.093 0.320  -0.32
7 H -3.217 -1.071 -0.180  0.37
8 H 3.400 -0.745 0.230  0.36

Cartesian forces (eV/Å) of the 3 atoms listed first:
C -0.340 -0.502 -0.025
C -0.482 -0.362 -0.159
N 2.215 0.002 -0.345

Properties
HOMO = -7.51 eV



No. 3
Molecular formula: C2H2N4
Method: DFT, ωB97M-V/def2-TZVPD

Each line ends with the natural charge from an NBO analysis.
CARTESIAN COORDINATES (ANGSTROEM)
1 C -0.350 0.139 -1.135  0.59
2 C 1.212 -0.047 0.616  0.59
3 N 0.849 0.415 -1.372  -0.36
4 N 1.878 0.141 -0.396  -0.35
5 N -1.336 0.077 -0.393  -0.69
6 N 0.304 -0.384 1.291  -0.64
7 H -2.258 -0.447 -0.584  0.42
8 H -0.299 0.105 1.973  0.43

Cartesian forces (eV/Å) of the 3 atoms listed first:
C 1.721 0.229 1.070
C 0.697 0.125 0.397
N -2.687 0.396 -1.837

Properties
HOMO = -9.01 eV



No. 4
Molecular formula: C2H2N4
Method: DFT, ωB97M-V/def2-TZVPD

Each line ends with the natural charge from an NBO analysis.
CARTESIAN COORDINATES (ANGSTROEM)
1 C -1.296 -0.242 -0.340  0.11
2 N -1.345 0.956 -0.514  -0.37
3 N 0.430 1.910 -0.140  0.13
4 N 1.295 1.246 0.191  -0.14
5 C 1.108 -0.524 0.359  0.21
6 N 0.055 -1.053 0.133  -0.37
7 H -2.042 -1.023 -0.441  0.20
8 H 2.091 -0.834 0.668  0.23

Cartesian forces (eV/Å) of the 3 atoms listed first:
C -0.305 0.833 -0.206
N 0.030 -0.817 0.120
N 1.034 -0.815 0.404

Properties
HOMO (alpha / beta) = -9.09 / -9.09 eV



No. 5
Molecular formula: C2H2N4O
Method: DFT, ωB97M-V/def2-TZVPD

Each line ends with the natural charge from an NBO analysis.
CARTESIAN COORDINATES (ANGSTROEM)
1 O -1.925 -0.189 -1.329  -0.54
2 C -0.834 0.026 -0.842  0.52
3 C -0.768 -0.642 0.448  -0.02
4 N 0.461 -0.736 0.892  -0.22
5 N 1.338 0.280 0.600  -0.24
6 N 1.169 1.175 -0.408  0.08
7 N 0.097 1.062 -1.065  -0.26
8 H -1.749 -1.192 0.479  0.26
9 H 2.211 0.216 1.226  0.43

Cartesian forces (eV/Å) of the 3 atoms listed first:
O 0.549 0.865 -2.847
C -2.285 1.002 3.225
C 2.813 -0.055 -2.105

Properties
HOMO = -9.39 eV



No. 6
Molecular formula: C2H2N4O
Method: DFT, ωB97M-V/def2-TZVPD

Each line ends with the natural charge from an NBO analysis.
CARTESIAN COORDINATES (ANGSTROEM)
1 H -2.954 0.590 -0.349  0.39
2 N -2.259 -0.234 -0.276  -0.64
3 C -1.023 -0.047 0.070  0.61
4 N -0.440 1.187 0.166  -0.45
5 C 0.843 1.241 0.073  0.24
6 N 1.808 0.081 -0.305  -0.18
7 N 1.373 -1.024 -0.123  0.22
8 O -0.087 -1.261 0.362  -0.42
9 H 1.358 2.262 0.353  0.22

Cartesian forces (eV/Å) of the 3 atoms listed first:
H 2.318 -1.322 0.266
N 1.807 0.263 1.024
C -2.175 -2.695 -1.104

Properties
HOMO = -10.20 eV



No. 7
Molecular formula: C2H2N4O
Method: DFT, ωB97M-V/def2-TZVPD

Each line ends with the natural charge from an NBO analysis.
CARTESIAN COORDINATES (ANGSTROEM)
1 H 0.414 -2.283 1.384  0.37
2 N 0.786 -2.012 0.424  -0.61
3 C 0.361 -0.869 0.099  0.52
4 N -0.433 -0.168 1.081  -0.14
5 N -0.886 0.929 0.741  -0.12
6 C -0.491 1.434 -0.551  0.07
7 N 0.281 0.828 -1.328  -0.05
8 O 0.828 -0.290 -1.040  -0.26
9 H -0.859 2.433 -0.809  0.22

Cartesian forces (eV/Å) of the 3 atoms listed first:
H 0.489 0.620 -1.659
N -0.560 -0.305 0.633
C 1.076 -2.124 2.426

Properties
HOMO = -10.01 eV



No. 8
Molecular formula: C2H2N4O2
Method: DFT, ωB97M-V/def2-TZVPD

Each line ends with the natural charge from an NBO analysis.
CARTESIAN COORDINATES (ANGSTROEM)
1 H -1.995 2.206 -0.738  0.32
2 N -1.552 1.562 -0.196  -0.28
3 N -0.367 1.580 -0.464  -0.13
4 C 0.400 0.513 0.045  0.14
5 N 1.593 0.776 0.419  -0.05
6 O 2.195 -0.313 0.829  -0.12
7 N 1.357 -1.420 0.587  -0.18
8 C 0.227 -0.996 0.127  0.42
9 O -0.956 -1.506 -0.120  -0.63
10 H -0.903 -2.402 -0.490  0.51

Cartesian forces (eV/Å) of the 3 atoms listed first:
H -1.548 3.123 -1.737
N 0.101 -3.559 2.249
N 1.162 0.038 -1.071

Properties
HOMO = -9.68 eV



No. 9
Molecular formula: C2H2N4O3
Method: DFT, ωB97M-V/def2-TZVPD

Each line ends with the natural charge from an NBO analysis.
CARTESIAN COORDINATES (ANGSTROEM)
1 C 1.286 0.797 1.337  0.86
2 C -2.276 1.028 -1.118  0.53
3 N 0.571 1.549 0.762  -0.78
4 N -3.073 1.794 -0.831  -0.36
5 N 0.587 -2.423 -0.727  -0.18
6 N -1.012 -0.788 -0.747  0.17
7 O 2.039 -0.041 1.692  -0.52
8 O -1.433 0.206 -1.588  -0.34
9 O 0.012 -1.449 -1.358  -0.12
10 H 0.064 -2.754 0.116  0.31
11 H 0.532 2.546 0.552  0.45

Cartesian forces (eV/Å) of the 3 atoms listed first:
C 2.440 -1.418 -0.262
C -0.396 -0.046 0.486
N -1.332 1.440 -0.494

Properties
HOMO (alpha / beta) = -10.36 / -10.35 eV



No. 10
Molecular formula: C2H2N4S
Method: DFT, ωB97M-V/def2-TZVPD

Each line ends with the natural charge from an NBO analysis.
CARTESIAN COORDINATES (ANGSTROEM)
1 H 2.620 1.673 0.468  0.33
2 N 1.650 1.896 0.658  -0.29
3 N 1.100 1.033 -0.031  0.02
4 N -0.200 1.092 0.014  -0.32
5 C -1.325 0.715 -0.151  0.25
6 S -2.819 0.296 -0.448  0.01
7 C -0.323 -2.272 -0.222  0.07
8 N -0.152 -2.390 0.932  -0.30
9 H -0.551 -2.042 -1.220  0.23

Cartesian forces (eV/Å) of the 3 atoms listed first:
H 0.712 0.372 0.321
N 0.197 -0.156 -0.159
N 1.125 -0.431 -0.245

Properties
HOMO = -9.63 eV



No. 11
Molecular formula: C2H2N6
Method: DFT, ωB97M-V/def2-TZVPD

Each line ends with the natural charge from an NBO analysis.
CARTESIAN COORDINATES (ANGSTROEM)
1 H 1.637 -0.191 2.134  0.37
2 N 1.285 0.675 1.471  -0.62
3 C 1.056 0.312 0.167  0.46
4 N 1.127 -0.862 -0.673  -0.40
5 C -0.061 -1.461 -0.635  0.22
6 N -1.200 -1.082 0.217  -0.18
7 N -1.484 0.137 0.344  0.02
8 N -0.988 1.146 -0.440  0.01
9 N 0.216 1.350 -0.686  -0.08
10 H -0.303 -2.459 -0.956  0.21

Cartesian forces (eV/Å) of the 3 atoms listed first:
H -0.820 2.439 -2.591
N 0.008 -4.168 -4.162
C -0.329 1.951 3.635

Properties
HOMO = -9.92 eV



No. 12
Molecular formula: C2H2N6O2
Method: DFT, ωB97M-V/def2-TZVPD

Each line ends with the natural charge from an NBO analysis.
CARTESIAN COORDINATES (ANGSTROEM)
1 N 1.126 -0.842 -1.926  -0.24
2 C 0.635 -0.640 -0.870  0.22
3 C 0.755 -0.439 0.594  0.62
4 O 1.263 -1.200 1.346  -0.39
5 N 0.269 0.839 1.030  -0.11
6 N -0.018 1.844 0.224  -0.01
7 N -0.518 2.744 0.977  -0.05
8 N -0.479 2.314 2.257  -0.05
9 N 0.040 1.148 2.292  0.01
10 O -1.341 -1.703 -2.012  -0.97
11 H -0.380 -1.684 -2.585  0.50
12 H -1.352 -2.380 -1.327  0.47

Cartesian forces (eV/Å) of the 3 atoms listed first:
N -1.287 0.906 3.290
C 3.105 -0.309 -2.591
C -0.093 0.344 0.117

Properties
HOMO = -11.28 eV



No. 13
Molecular formula: C2H2NO2
Method: DFT, ωB97M-V/def2-TZVPD

Each line ends with the natural charge from an NBO analysis.
CARTESIAN COORDINATES (ANGSTROEM)
1 C -0.055 -0.203 0.581  -0.27
2 C -2.541 1.347 2.331  1.05
3 N -1.142 -0.808 0.855  -0.79
4 O -1.940 2.153 2.944  -0.58
5 O -3.400 0.764 1.822  -0.51
6 H 0.595 0.089 1.383  0.06
7 H 0.289 0.054 -0.440  0.05

Cartesian forces (eV/Å) of the 3 atoms listed first:
C -2.600 -1.382 0.365
C -0.657 1.158 0.666
N 1.030 0.818 -0.500

Properties
HOMO = -0.98 eV
total charge = -1



No. 14
Molecular formula: C2H2NO2
Method: DFT, ωB97M-V/def2-TZVPD

Each line ends with the natural charge from an NBO analysis.
CARTESIAN COORDINATES (ANGSTROEM)
1 C -0.254 -0.096 0.915  -0.20
2 C -0.470 0.832 2.130  0.61
3 N -0.840 -0.250 -0.215  -0.80
4 O -1.619 1.245 2.300  -0.35
5 O 0.484 1.011 2.871  -0.72
6 H 0.619 -0.773 1.069  0.16
7 H -0.345 -0.997 -0.629  0.31

Cartesian forces (eV/Å) of the 3 atoms listed first:
C 1.326 0.210 2.615
C 1.943 -2.386 -2.084
N -2.300 0.674 -1.477

Properties
HOMO (alpha / beta) = -0.30 / -4.36 eV
total charge = -1
multiplicity = 3



No. 15
Molecular formula: C2H2NO2
Method: DFT, ωB97M-V/def2-TZVPD

Each line ends with the natural charge from an NBO analysis.
CARTESIAN COORDINATES (ANGSTROEM)
1 C -0.467 -1.024 1.661  1.10
2 C -0.756 1.260 -1.207  0.76
3 N 0.355 0.837 -1.321  -0.93
4 O -0.155 -0.380 0.732  -0.66
5 O -0.694 -1.709 2.531  -0.37
6 H 0.660 0.343 -0.347  0.55
7 H 1.057 0.673 -2.049  0.53

Cartesian forces (eV/Å) of the 3 atoms listed first:
C 0.807 -0.242 -0.348
C -2.203 1.078 -0.144
N 3.362 -1.547 0.596

Properties
HOMO = -18.37 eV
total charge = +1



No. 16
Molecular formula: C2H2NO2S
Method: DFT, ωB97M-V/def2-TZVPD

Each line ends with the natural charge from an NBO analysis.
CARTESIAN COORDINATES (ANGSTROEM)
1 O -1.087 -1.932 0.257  -0.62
2 N -0.764 -0.995 -0.547  -0.10
3 C 0.445 -0.453 -0.135  -0.18
4 C 0.624 0.824 0.121  0.06
5 O -0.400 1.692 0.116  -0.65
6 S -1.818 0.808 -0.210  0.12
7 H 1.356 -1.205 0.105  0.20
8 H 1.643 1.260 0.292  0.17

Cartesian forces (eV/Å) of the 3 atoms listed first:
O -0.586 -0.835 0.190
N -0.773 -1.443 -0.192
C 3.813 -1.459 0.825

Properties
HOMO (alpha / beta) = -2.38 / -2.38 eV
total charge = -1



No. 17
Molecular formula: C2H2NO2S
Method: DFT, ωB97M-V/def2-TZVPD

Each line ends with the natural charge from an NBO analysis.
CARTESIAN COORDINATES (ANGSTROEM)
1 C -0.242 1.048 -1.484  -0.17
2 C -0.378 0.912 -2.669  -0.34
3 N 0.210 -0.417 1.451  -0.29
4 O 1.045 0.559 1.456  -0.58
5 O -0.524 -2.551 2.561  -1.03
6 S 0.386 -1.393 2.745  0.92
7 H -0.192 1.276 -0.405  0.28
8 H -0.305 0.566 -3.654  0.21

Cartesian forces (eV/Å) of the 3 atoms listed first:
C -0.333 0.702 1.098
C 0.421 -0.289 0.715
N 1.178 0.558 0.749

Properties
HOMO = -3.03 eV
total charge = -1



No. 18
Molecular formula: C2H2NO2S
Method: DFT, ωB97M-V/def2-TZVPD

Each line ends with the natural charge from an NBO analysis.
CARTESIAN COORDINATES (ANGSTROEM)
1 C -1.334 -0.251 -0.277  -0.06
2 C -0.716 0.170 0.807  -0.32
3 N -0.687 -1.274 0.462  -0.69
4 O 1.104 0.975 -1.155  -1.01
5 O 1.973 1.368 1.111  -0.98
6 S 1.116 0.504 0.262  1.57
7 H -1.714 -0.124 -1.394  0.21
8 H 0.257 -1.369 0.184  0.28

Cartesian forces (eV/Å) of the 3 atoms listed first:
C -0.642 -0.061 -2.739
C -0.700 2.745 0.491
N -2.814 -2.316 0.933

Properties
HOMO = -3.60 eV
total charge = -1



No. 19
Molecular formula: C2H2NO2S2
Method: DFT, ωB97M-V/def2-TZVPD

Each line ends with the natural charge from an NBO analysis.
CARTESIAN COORDINATES (ANGSTROEM)
1 C 1.399 1.234 -1.038  0.97
2 C -1.242 -1.333 0.164  -0.12
3 N -0.986 -0.273 0.798  -0.58
4 O 2.123 0.333 -0.818  -0.62
5 O 0.876 2.011 -1.776  -0.64
6 S 0.669 1.743 1.184  -0.52
7 S 0.278 -0.094 1.848  0.24
8 H -2.208 -1.217 -0.442  0.13
9 H -0.910 -2.404 0.080  0.15

Cartesian forces (eV/Å) of the 3 atoms listed first:
C -0.319 0.592 -0.146
C -3.002 -0.747 -1.560
N -0.688 -1.118 -0.326

Properties
HOMO = -3.01 eV
total charge = -1



No. 20
Molecular formula: C2H2NO2S2
Method: DFT, ωB97M-V/def2-TZVPD

Each line ends with the natural charge from an NBO analysis.
CARTESIAN COORDINATES (ANGSTROEM)
1 C 0.718 1.092 -0.010  0.78
2 C 0.514 -0.489 -0.049  -0.38
3 N -0.739 -0.701 -0.652  -0.61
4 O 1.862 1.489 -0.157  -0.72
5 O -0.323 1.765 0.174  -0.71
6 S -1.949 0.343 0.333  0.28
7 S -2.006 -1.736 0.032  -0.01
8 H 1.311 -0.916 -0.662  0.20
9 H 0.612 -0.845 0.990  0.18

Cartesian forces (eV/Å) of the 3 atoms listed first:
C 0.284 -1.067 -0.156
C 0.853 0.692 0.748
N -2.819 1.116 0.497

Properties
HOMO = -3.98 eV
total charge = -1



These records have energy relative to the best compared isomer or geometry (same formula, charge and spin) values of 4.1987 5.0771 3.8857 3.5026 2.4892 2.7084 2.4148 5.8808 6.0768 1.6018 3.2874 0.9581 1.9714 0.3292 2.4142 5.3547 5.0829 5.7959 1.6126 2.3798 eV, in the order they appear.
These records have DFT total energy values of -296.27058 -296.23830 -296.28209 -296.29617 -371.52888 -371.52083 -371.53162 -446.75661 -521.88394 -694.49887 -405.73523 -556.28013 -282.61887 -282.54400 -282.26154 -680.71044 -680.72043 -680.69423 -1079.05949 -1079.03130 Ha, in the order they appear.